Entry 1:
The following is a quantum chemistry calculation of 5 unconnected molecules or ions with the total composition C4H18N2O5, from OMol25.

Largest force on an atom in eV Å⁻¹: 0.88
E_tot in eV: -17658.3065
SMILES string: CN(C=O)CCN.O.O.O.O

ORCA input file:
```
! wB97M-V def2-TZVPD RIJCOSX def2/J DEFGRID3
* xyz 0 1
C 0.0234 -1.4576 1.4559
N -0.6708 -0.7900 0.3741
C -0.6409 -1.2994 -0.8934
O 0.0403 -2.2621 -1.2247
C -1.7697 0.1303 0.7252
C -1.5457 1.5588 0.2092
N -1.7644 1.6251 -1.2345
H 0.2190 -0.7866 2.2880
H 0.9708 -1.8518 1.0924
H -0.5537 -2.3096 1.8275
H -1.2417 -0.7535 -1.6226
H -2.7197 -0.2518 0.3458
H -1.8681 0.1383 1.8117
H -2.2459 2.1828 0.7749
H -0.5385 1.8660 0.4707
H -2.5561 2.2031 -1.4555
H -0.9441 2.0184 -1.7003
O 0.3844 -4.5471 0.4024
H 0.3463 -5.2790 -0.2195
H 0.3256 -3.7173 -0.1358
O 0.9040 2.8893 -2.0836
H 1.4639 2.8236 -2.8609
H 1.2744 2.2794 -1.4009
O 1.8668 2.2012 2.2725
H 1.9441 3.1657 2.1782
H 2.6974 1.9262 2.6622
O 1.8763 1.0767 -0.2498
H 1.9123 1.4960 0.6334
H 1.2593 0.3554 -0.1678
*
```

These are the Löwdin partial charges, in e, on atoms 1 to 8: C -0.05; N -0.15; C -0.29; O 0.00; C -0.16; C -0.25; N 0.01; H 0.09

=====

Entry 2:
The following is a quantum chemistry calculation of 5 unconnected molecules or ions with the total composition C4H18N2O5, from OMol25.

Largest force on an atom in eV Å⁻¹: 4.35
E_tot in eV: -17648.7603

ORCA input file:
```
! wB97M-V def2-TZVPD RIJCOSX def2/J DEFGRID3
* xyz 1 2
C -0.3909 -2.7577 0.7538
N 0.0171 -1.7815 1.7034
C -0.7822 -0.5584 1.6621
C -0.1916 0.3998 0.6959
N -0.5285 1.6976 0.6152
C -1.6534 2.3071 1.3914
O 0.7166 0.0576 -0.0804
H 0.2523 -3.6525 0.6330
H -0.4032 -2.4250 -0.3024
H -1.3544 -3.2297 0.9360
H 0.9965 -1.5809 1.4536
H -1.8134 -0.8486 1.4472
H -0.8465 -0.0581 2.6345
H -0.0592 2.2539 -0.0911
H -1.2156 3.0816 2.0123
H -2.5051 2.4803 0.7498
H -1.9847 1.5515 2.1053
H -1.7376 -0.5054 -2.1333
H -1.4803 0.7606 -1.3553
O -1.8643 -0.1269 -1.2395
H 0.1234 -1.3167 -3.5005
H -0.3432 0.0298 -4.0342
O -0.6676 -0.8124 -3.6774
H 3.1766 -0.3983 1.6427
H 2.6173 1.0529 1.6018
O 3.1812 0.4391 2.0950
H 1.3298 0.5147 -1.6378
H 2.5850 0.8670 -2.3470
O 1.6285 1.0139 -2.4276
*
```

These are the Löwdin partial charges, in e, on atoms 1 to 8: C -0.02; N 0.18; C -0.06; C -0.49; N 0.06; C 0.00; O -0.01; H 0.13

=====

Entry 3:
The following is a quantum chemistry calculation of 5 unconnected molecules or ions with the total composition C4H18N2O6, from OMol25.

Largest force on an atom in eV Å⁻¹: 4.87
E_tot in eV: -19703.7533
SMILES string: NC(=O)[C@H](N)CCO.O.O.O.O

ORCA input file:
```
! wB97M-V def2-TZVPD RIJCOSX def2/J DEFGRID3
* xyz 0 1
N -0.1845 0.8397 2.6112
C 0.7626 0.9713 1.6564
O 1.8751 1.2327 2.1131
C 0.5328 0.6736 0.2235
N -0.7988 0.1555 -0.2019
C 1.6619 -0.3006 -0.3034
C 2.8778 0.4001 -0.8108
O 2.7222 0.5955 -2.1666
H -1.0037 0.3310 2.4917
H 0.2190 0.8001 3.5472
H 0.6048 1.6527 -0.3479
H -1.0067 -0.8191 -0.1023
H -1.4667 0.8334 0.1450
H 1.9430 -1.0375 0.4219
H 1.3229 -0.9502 -1.0287
H 3.8652 -0.1118 -0.5743
H 2.9826 1.3942 -0.2904
H 3.5980 0.9934 -2.3189
O -1.9704 2.6620 1.5058
H -2.4588 2.2808 2.3122
H -1.0280 2.6667 1.9833
O -3.1257 -1.3387 0.6219
H -3.6212 -1.4160 -0.1576
H -2.8612 -2.2729 0.5226
O -1.2679 -1.3633 -2.9749
H -1.3816 -0.7964 -3.7303
H -0.7019 -0.7877 -2.4166
O -1.2726 -3.3916 -1.3408
H -2.1371 -3.7485 -1.8062
H -0.6821 -3.6177 -2.1773
*
```

These are the Löwdin partial charges, in e, on atoms 1 to 8: N 0.15; C -0.51; O 0.04; C -0.26; N 0.06; C -0.12; C -0.32; O -0.05

=====

Entry 4:
The following is a quantum chemistry calculation of 4 unconnected molecules or ions with the total composition C4H18NO3S2, from OMol25.

Largest force on an atom in eV Å⁻¹: 2.23
E_tot in eV: -33724.6253

ORCA input file:
```
! wB97M-V def2-TZVPD RIJCOSX def2/J DEFGRID3
* xyz 2 2
N -0.4611 0.5525 -0.5439
C 0.9419 0.4495 -1.1024
C 2.0124 1.0752 -0.2265
C 1.2322 -1.0105 -1.5501
S 1.3810 -2.4877 -0.3846
S 0.9234 -2.1873 1.5197
C 1.9969 -1.4415 2.7193
H -0.9742 1.4390 -0.6751
H -1.0361 -0.1753 -0.9940
H -0.4590 0.3586 0.4755
H 0.9553 0.9920 -2.0559
H 2.0410 2.1465 -0.4462
H 3.0443 0.7762 -0.4300
H 1.9001 0.8751 0.8550
H 0.4796 -1.3655 -2.2413
H 2.1128 -1.0258 -2.1526
H 2.5259 -2.1584 3.3484
H 1.2916 -0.9604 3.4219
H 2.6719 -0.6325 2.3976
H -2.8134 2.8086 -1.7791
H -2.4261 1.9692 -3.1444
O -2.4331 2.0279 -2.1875
H -2.2191 1.7294 1.6617
H -1.5310 3.0003 1.0107
O -1.5494 2.0370 1.0289
H -3.4293 -2.8016 1.2684
H -2.7377 -3.2461 -0.1015
O -3.4407 -2.7443 0.3081
*
```

These are the Löwdin partial charges, in e, on atoms 1 to 8: N 0.18; C -0.34; C -0.02; C -0.36; S 0.74; S 0.66; C -0.36; H 0.11

=====

Entry 5:
The following is a quantum chemistry calculation of 5 unconnected molecules or ions with the total composition C4H18NO6, from OMol25.

Largest force on an atom in eV Å⁻¹: 3.57
E_tot in eV: -18208.6468

ORCA input file:
```
! wB97M-V def2-TZVPD RIJCOSX def2/J DEFGRID3
* xyz 1 1
O 2.4131 1.4281 0.5741
C 1.8754 0.5363 -0.3158
C 1.1126 -0.5349 0.4898
N -0.3782 -0.1671 0.4944
C -0.8481 -0.1461 1.9310
C -0.1667 0.9132 2.7266
O 2.1329 0.6388 -1.4911
H 2.9139 2.2145 0.1656
H 1.6028 -0.6352 1.5047
H 1.0230 -1.5185 -0.0863
H -0.8934 -0.9411 -0.2172
H -0.6073 0.8560 0.2022
H -1.9384 0.1797 1.8629
H -0.8606 -1.1867 2.4221
H 0.6705 1.2722 2.1307
H -0.8597 1.7052 2.8557
H 0.3135 0.6984 3.6468
H 0.8201 0.5738 -2.7728
H 0.2401 0.3399 -4.2892
O 0.0098 0.3382 -3.3189
H -2.2279 -3.2469 1.6513
H -0.9823 -3.9693 1.0175
O -1.3765 -3.1208 1.3205
H -2.7342 1.3666 0.1067
H -2.5135 2.7930 -0.1536
O -2.0776 1.9801 -0.0391
H -1.5342 -2.1863 -2.1781
H -0.7664 -0.8304 -2.4003
O -1.2089 -1.3802 -1.7855
*
```

These are the Löwdin partial charges, in e, on atoms 1 to 8: O 0.07; C -0.44; C -0.02; N 0.00; C -0.23; C -0.07; O 0.11; H 0.19

=====

Entry 6:
The following is a quantum chemistry calculation of 7 unconnected molecules or ions with the total composition C4H18O7, from OMol25.

Largest force on an atom in eV Å⁻¹: 2.50
E_tot in eV: -18771.1714
SMILES string: C=CC(=C)O.O.O.O.O.O.O

ORCA input file:
```
! wB97M-V def2-TZVPD RIJCOSX def2/J DEFGRID3
* xyz 0 1
C 0.1116 -1.0670 -1.9406
C 0.7951 -2.0386 -1.3263
C 0.8767 -1.9651 0.1678
C -0.1945 -2.3214 0.8528
O 1.9519 -1.3005 0.6898
H -0.3201 -0.1465 -1.4936
H -0.1334 -1.0602 -2.9887
H 1.0126 -3.0464 -1.6930
H -0.1748 -2.1327 1.9222
H -1.0364 -2.9258 0.5755
H 1.9532 -1.2057 1.6546
O -0.3547 0.5807 2.5836
H -1.3300 0.4468 2.7271
H -0.0305 0.9005 3.4324
O -2.6750 1.3582 -0.9987
H -1.8033 1.4503 -0.5197
H -2.9107 2.2940 -1.0423
O 1.5428 2.2923 -1.2797
H 2.0692 2.9055 -1.8010
H 2.0369 1.4074 -1.3505
O -0.4468 1.9466 0.2781
H -0.3129 1.4780 1.1277
H 0.4427 2.1632 -0.1028
O -2.8656 0.1995 1.9949
H -3.2262 -0.5549 1.5246
H -2.7388 0.9117 1.3516
O 2.8731 0.1442 -1.6586
H 2.7144 -0.2208 -0.7491
H 2.1735 -0.4933 -1.9382
*
```

These are the Löwdin partial charges, in e, on atoms 1 to 8: C 0.05; C -0.12; C -0.42; C 0.06; O 0.03; H 0.09; H 0.07; H 0.12

=====

Entry 7:
The following is a quantum chemistry calculation of a molecular structure, C4H19CuF2N2O10S2, from OMol25.

Largest force on an atom in eV Å⁻¹: 8.57
E_tot in eV: -99650.5352

ORCA input file:
```
! wB97M-V def2-TZVPD RIJCOSX def2/J DEFGRID3
* xyz 0 3
Cu -0.2006 -1.2691 -0.7063
N 0.9604 -0.1275 -2.0425
S 2.3877 -0.1202 -2.5413
O 3.3228 0.7162 -1.8547
O 2.5079 -0.3912 -3.9796
F 2.7446 -1.5494 -1.8317
S 0.5387 1.2803 -2.9081
O -0.0754 0.9741 -4.2027
O 1.3384 2.4853 -2.7451
F -0.7484 1.6328 -1.9631
O -1.9512 -1.0171 -1.8737
H -1.8833 -0.0824 -2.1499
O -1.6041 -2.3539 0.5287
H -1.8417 -2.5893 1.4466
O -1.0256 -1.7322 -4.2708
H -0.7666 -0.8806 -4.6229
H -1.4139 -1.5317 -3.4191
O 0.3769 -3.3247 -1.6332
H 0.5852 -4.0749 -1.0764
H 0.1357 -3.7105 -2.4753
O 1.5863 -1.8543 0.5012
H 1.9307 -2.7300 0.3258
H 2.0830 -1.5487 1.2602
C 0.7665 2.1146 0.8149
C 0.0910 1.0869 1.7041
C -0.6824 1.7673 2.7807
O -0.8941 0.7049 3.6827
C -1.5968 1.0940 4.8577
N -0.8378 0.2420 0.8518
H 1.3462 2.8135 1.4179
H 0.0260 2.6997 0.2696
H 1.5140 1.7102 0.1324
H 0.9140 0.5181 2.1369
H -1.5180 2.3612 2.4104
H -0.0574 2.4554 3.3499
H -2.5383 1.6178 4.6922
H -0.9483 1.8113 5.3606
H -1.6758 0.3446 5.6454
H -1.2922 -0.4116 1.4734
H -1.6041 0.8692 0.6530
*
```

These are the Löwdin partial charges, in e, on atoms 1 to 8: Cu 0.51; N -0.30; S 0.46; O -0.26; O -0.25; F -0.22; S 0.64; O -0.26

=====

Entry 8:
The following is a quantum chemistry calculation of 5 unconnected molecules or ions with the total composition C4H19N2O4S, from OMol25.

Largest force on an atom in eV Å⁻¹: 1.89
E_tot in eV: -26462.4862

ORCA input file:
```
! wB97M-V def2-TZVPD RIJCOSX def2/J DEFGRID3
* xyz -1 1
C -1.4464 1.1069 -2.4235
N -1.1094 0.8677 -1.0215
C -0.7111 -0.5400 -0.7177
C 0.6324 -0.6388 -0.0687
S 1.9843 -0.1569 -1.2728
C -1.8202 -1.0198 0.2393
N -1.8612 -2.4117 0.7023
H -0.5901 1.0084 -3.1057
H -2.3317 0.5765 -2.7694
H -1.6011 2.1908 -2.4203
H -0.2919 1.4422 -0.8367
H -0.7254 -1.0106 -1.6921
H 0.8486 -1.6056 0.3756
H 0.7876 -0.0220 0.8145
H -2.8133 -0.6776 -0.0679
H -1.7219 -0.4213 1.1583
H -1.1357 -2.5620 1.3743
H -1.8535 -3.0026 -0.1157
H 1.7246 1.6883 2.2021
H 1.5499 0.4877 3.3783
O 1.2034 1.2192 2.8725
H 1.4794 2.0019 0.3017
H 0.3185 2.4540 1.2241
O 1.1013 2.7799 0.7358
H -1.7860 2.8054 1.0502
H -1.6287 1.4393 1.5968
O -1.3420 2.3485 1.7771
H 1.3118 -2.8643 -0.7704
H 0.9070 -3.9094 0.3115
O 0.9048 -3.7362 -0.6310
*
```

These are the Löwdin partial charges, in e, on atoms 1 to 8: C -0.14; N -0.11; C -0.45; C -0.68; S 0.21; C -0.26; N 0.00; H 0.07

=====

Entry 9:
The following is a quantum chemistry calculation of 6 unconnected molecules or ions with the total composition C4H19NO5, from OMol25.

Largest force on an atom in eV Å⁻¹: 2.01
E_tot in eV: -16182.3802

ORCA input file:
```
! wB97M-V def2-TZVPD RIJCOSX def2/J DEFGRID3
* xyz -1 2
N -0.8495 -1.2169 -1.0448
C -1.6406 -0.5213 -2.0596
C -2.1324 2.9052 -0.2113
C -2.0013 1.4624 -0.5309
C -1.7567 0.9511 -1.7327
H -1.2994 -1.5339 -0.2009
H -0.4586 -2.0660 -1.4391
H -2.6971 -0.8603 -2.1830
H -1.1380 -0.5306 -3.0554
H -3.2035 3.1690 -0.0241
H -1.7031 3.2771 0.7418
H -1.6044 3.5863 -0.8843
H -2.2248 0.7434 0.2420
H -1.5726 1.6097 -2.5856
H 0.6142 -2.8718 0.6492
H 0.2853 -4.3570 0.4627
O 0.2818 -3.5159 0.0021
H 2.6691 -2.0825 1.9950
H 2.5737 -1.4868 0.5045
O 2.3332 -2.1935 1.1019
H 3.3987 0.9540 1.9830
H 2.4495 1.1473 0.8103
O 2.8223 1.6170 1.5910
H 0.7378 -0.2796 -0.4672
H 2.0270 -0.2856 -1.3258
O 1.7230 -0.0591 -0.4214
H -0.5336 0.8725 1.4439
H 0.1682 1.9611 2.4618
O -0.6204 1.5250 2.1384
*
```

These are the Löwdin partial charges, in e, on atoms 1 to 8: N -0.03; C -0.30; C -0.14; C -0.22; C -0.14; H 0.06; H 0.04; H 0.11

=====

Entry 10:
The following is a quantum chemistry calculation of a molecular structure, C4H19NO8, from OMol25.

Largest force on an atom in eV Å⁻¹: 4.75
E_tot in eV: -22325.9994

ORCA input file:
```
! wB97M-V def2-TZVPD RIJCOSX def2/J DEFGRID3
* xyz 0 1
O -2.3385 1.1763 2.4929
C -1.3769 0.8883 1.8508
O -0.1171 1.0728 2.3795
C -1.4155 0.2756 0.4442
C -1.6900 -1.2069 0.6381
C -1.5984 -2.0492 -0.6337
O -0.2870 -2.0236 -1.2190
N -2.3665 1.0462 -0.3392
H 0.3120 0.2302 2.7011
H -0.4111 0.4159 0.0437
H -0.9536 -1.6080 1.3417
H -2.6904 -1.3328 1.0651
H -1.7388 -3.1032 -0.3987
H -2.3147 -1.7302 -1.3924
H -0.1849 -1.2556 -1.8120
H -3.3184 0.8079 -0.0835
H -2.2569 0.8669 -1.3290
H 1.2504 1.6221 1.3944
H 2.2506 2.8212 1.1790
O 2.0249 1.9319 0.8559
H 1.1201 -1.0103 2.9582
H 1.7239 -0.7937 1.5193
O 1.4099 -0.3355 2.3358
H 1.0521 1.1213 -2.8868
H 0.5560 1.1327 -4.3798
O 0.3082 0.8814 -3.4644
H 2.1895 1.5057 -0.8197
H 3.2278 1.2897 -1.9620
O 2.3096 1.1228 -1.7271
H 2.1768 -0.6249 -0.4904
H 1.1604 -1.7539 -0.3279
O 1.9862 -1.3809 0.0655
*
```

These are the Löwdin partial charges, in e, on atoms 1 to 8: O 0.14; C -0.46; O -0.02; C -0.32; C -0.13; C -0.21; O -0.09; N 0.08

=====

Entry 11:
The following is a quantum chemistry calculation of a molecular structure, C4H20AgNO7, from OMol25.

Largest force on an atom in eV Å⁻¹: 3.39
E_tot in eV: -24285.4706

ORCA input file:
```
! wB97M-V def2-TZVPD RIJCOSX def2/J DEFGRID3
* xyz -2 3
Ag -18.6180 21.7595 -25.3149
O -17.5343 23.4228 -26.1973
H -16.8224 23.1003 -26.7836
O -19.9419 22.5285 -27.1750
H -20.8726 22.7863 -27.3232
O -18.2931 20.1636 -26.7942
H -17.8144 19.4217 -27.2124
C -24.5831 21.8308 -21.7038
C -24.1382 22.1751 -23.1549
C -23.0456 23.2616 -23.1896
O -22.7570 23.3959 -24.5827
C -21.5726 24.1578 -24.7612
N -23.6858 20.9486 -23.7515
H -24.7630 22.8116 -21.2637
H -23.8636 21.3962 -21.0099
H -25.5200 21.2738 -21.7023
H -25.0117 22.5013 -23.7194
H -22.1322 22.8064 -22.8069
H -23.2369 24.1881 -22.6483
H -20.6972 23.5802 -24.4640
H -21.7639 25.0921 -24.2334
H -21.6523 24.4873 -25.7971
H -24.4974 20.3917 -23.9779
H -23.4096 21.2586 -24.6722
O -20.3752 20.3887 -24.4018
H -20.4341 20.0338 -23.5148
H -21.1322 20.0212 -24.8581
O -16.9767 20.6849 -24.2493
H -16.0656 20.9771 -24.2728
H -16.9295 19.7751 -23.9556
O -18.5500 22.9747 -23.3343
H -18.9074 22.6072 -22.5260
H -17.7519 23.4266 -23.0601
*
```

These are the Löwdin partial charges, in e, on atoms 1 to 8: Ag 0.76; O -0.43; H -0.08; O -0.49; H -0.15; O -0.57; H -0.17; C -0.11

=====

Entry 12:
The following is a quantum chemistry calculation of a molecular structure, C4H20BClCuN8O4, from OMol25.

Largest force on an atom in eV Å⁻¹: 8.19
E_tot in eV: -82420.6778

ORCA input file:
```
! wB97M-V def2-TZVPD RIJCOSX def2/J DEFGRID3
* xyz 0 2
Cu 13.0546 -3.1431 -15.9590
B 12.9763 -1.9229 -17.9871
H 13.8673 -1.8166 -17.3878
H 12.7892 -1.1773 -18.7442
H 12.9686 -2.9170 -18.4066
H 12.1386 -1.9509 -17.3077
Cl 10.3826 -3.2908 -15.5703
C 13.1977 -4.4388 -12.8467
O 13.2423 -4.0010 -13.9516
N 12.1358 -4.6830 -12.1814
N 14.1925 -4.8244 -12.1546
H 12.1610 -4.9499 -11.2076
H 11.3352 -4.7524 -12.7933
H 15.0921 -4.8913 -12.6088
H 14.1012 -5.5377 -11.4454
C 12.8569 0.0314 -15.2095
O 13.1866 -1.1169 -14.9460
N 12.2947 0.5204 -16.2760
N 13.1883 1.0164 -14.4509
H 12.2448 1.4718 -16.6114
H 12.0580 -0.2466 -16.8890
H 13.0945 1.9291 -14.8732
H 13.6912 0.8016 -13.6018
C 13.7123 -6.2005 -16.4954
O 13.2310 -5.0400 -16.6972
N 13.1664 -7.2622 -16.9738
N 14.9202 -6.5236 -16.0856
H 13.3117 -8.1343 -16.4855
H 12.2376 -6.9579 -17.2285
H 15.5625 -5.9219 -15.5902
H 15.3270 -7.2579 -16.6472
C 16.4988 -3.2819 -16.3211
O 15.4057 -3.4085 -15.8047
N 16.6552 -3.0162 -17.6106
N 17.6163 -3.3756 -15.6210
H 17.5615 -2.7228 -17.9462
H 15.8231 -3.0228 -18.1831
H 17.4289 -3.3854 -14.6286
H 18.5142 -3.0209 -15.9180
*
```

These are the Löwdin partial charges, in e, on atoms 1 to 8: Cu 0.50; B -0.44; H -0.06; H -0.03; H -0.04; H -0.09; Cl -0.26; C -0.81

=====

largest force on an atom of number 8 (C4H19N2O4S)? 1.89 eV Å⁻¹